(1)
DFT (ωB97M-V/def2-TZVPD) results for a cluster of 17 separate species, C22H78FNO21S in total in a non-equilibrium geometry.

```
124
C22H78FNO21S ωB97M-V/def2-TZVPD
C -5.46099 -1.43540 0.18977
C -4.24409 -0.65741 0.67104
N -2.98846 -0.75122 -0.13419
C -2.88089 0.27637 -1.18504
O -1.74232 1.04360 -0.88187
C -1.60975 2.21007 -1.64419
O -1.69588 1.98058 -3.03273
C -2.73065 2.64236 -3.74818
C -4.00499 1.83069 -3.94804
O -5.07673 2.21437 -3.07453
S -2.61066 -2.23418 -0.69768
O -2.94433 -3.19817 0.27516
O -1.33208 -2.19534 -1.29329
F -3.61713 -2.42831 -1.88177
H -6.33913 -1.06885 0.71158
H -5.64761 -1.32408 -0.87751
H -5.39219 -2.49639 0.40559
H -4.52832 0.38809 0.73782
H -4.01224 -0.98781 1.67954
H -3.77727 0.89767 -1.17649
H -2.74565 -0.18630 -2.15898
H -0.60583 2.56765 -1.41615
H -2.31872 2.97784 -1.31678
H -2.32606 2.87197 -4.73182
H -2.98620 3.60250 -3.29045
H -4.34609 1.97800 -4.97330
H -3.80794 0.77585 -3.80439
H -5.13594 3.17361 -3.09488
C -8.69013 -3.59937 1.86543
O -8.27699 -2.31664 1.40040
H -8.12879 -3.80983 2.77194
H -9.75701 -3.61282 2.10039
H -8.47325 -4.37641 1.12874
H -8.76980 -2.12285 0.59782
C 0.42384 0.14652 1.99564
O -0.84649 -0.30411 2.46603
H 1.16564 -0.08403 2.75607
H 0.69029 -0.37068 1.06999
H 0.40105 1.22426 1.82415
H -1.49015 -0.09983 1.77876
C 1.64642 4.41370 2.99588
O 0.59790 3.48896 2.69058
H 2.03970 4.78753 2.05333
H 1.26575 5.25552 3.58048
H 2.44158 3.92143 3.55332
H 0.25456 3.15976 3.52675
C 4.31419 4.40648 6.02088
O 3.27061 3.47503 5.74573
H 4.69475 4.76685 5.06778
H 3.93917 5.25738 6.59600
H 5.12337 3.92349 6.57092
H 2.94224 3.15593 6.59084
C 0.83970 5.04246 -2.42743
O -0.06950 4.66888 -3.45886
H 1.33791 5.95722 -2.74168
H 0.31203 5.22518 -1.48656
H 1.58238 4.25866 -2.27255
H -0.49326 3.85185 -3.17477
C 2.70562 -3.26733 1.06574
O 2.49717 -2.70655 2.35710
H 3.65881 -2.89215 0.70147
H 2.74979 -4.35913 1.10676
H 1.91850 -2.96711 0.36896
H 1.65095 -3.02893 2.68074
C -6.04097 -1.78245 4.00368
O -5.66677 -0.48127 3.56471
H -5.49115 -1.98290 4.91963
H -7.11260 -1.83813 4.21124
H -5.78078 -2.54237 3.26067
H -6.15990 -0.30278 2.75855
C 3.07372 3.43862 0.18024
O 1.94383 2.68363 -0.23295
H 3.60178 3.74858 -0.71865
H 2.77920 4.33321 0.73562
H 3.75054 2.84101 0.79656
H 1.46598 2.39864 0.55288
C -2.85732 -1.39946 -5.68152
O -2.73585 -0.05897 -6.15370
H -3.60416 -1.39965 -4.89127
H -3.18572 -2.07047 -6.47871
H -1.91021 -1.76002 -5.27237
H -2.07983 -0.04622 -6.85550
C 6.31992 3.11436 9.68369
O 5.35227 2.53258 8.80539
H 6.63306 4.05944 9.24695
H 5.88692 3.29954 10.66569
H 7.19355 2.46601 9.78470
H 5.08000 1.69400 9.18833
C -1.91681 -5.11048 -5.75088
O -2.87901 -5.61019 -6.68320
H -1.52110 -4.18168 -6.15352
H -2.38970 -4.90620 -4.78573
H -1.09480 -5.81025 -5.61484
H -3.22763 -6.43228 -6.32981
C 2.42921 -5.90420 -4.52276
O 1.18172 -5.27968 -4.84407
H 2.29133 -6.97764 -4.61702
H 3.21365 -5.59119 -5.20630
H 2.72370 -5.67313 -3.49522
H 1.30272 -4.32987 -4.76236
C -1.71970 6.42809 0.46304
O -1.42999 5.03734 0.42801
H -2.49048 6.61993 -0.27950
H -2.09405 6.73305 1.44428
H -0.83878 7.02739 0.21473
H -0.74886 4.85655 1.08602
C 6.02109 -6.27365 -7.14066
O 4.70246 -6.63476 -6.72600
H 6.69920 -6.50114 -6.32408
H 6.32458 -6.84362 -8.02222
H 6.08676 -5.20710 -7.36059
H 4.10296 -6.43112 -7.44947
C 8.48458 -2.76549 -6.86501
O 8.66885 -4.17732 -6.86889
H 7.76116 -2.53251 -7.64201
H 8.09459 -2.41644 -5.90550
H 9.41748 -2.24069 -7.08551
H 9.30761 -4.39319 -6.18417
C 3.39598 1.64245 12.06671
O 3.77991 2.96557 11.71044
H 3.79099 1.44719 13.05986
H 2.30912 1.53471 12.09274
H 3.80991 0.90235 11.37422
H 3.43537 3.14717 10.83034
```

The value obtained for the HOMO energy is -9.64 eV. The calculation puts the LUMO energy at 0.013 Ha. The value obtained for the frontier orbital gap is 0.3673 hartree.

Results of the Mulliken charge analysis, in e, for atoms 1 through 99: number 1, C, carries -1.3981; number 2, C, carries -0.8968; number 3, N, carries 0.6075; number 4, C, carries -1.3855; number 5, O, carries -0.2300; number 6, C, carries 0.1707; number 7, O, carries -0.4714; number 8, C, carries -0.3174; number 9, C, carries -0.1133; number 10, O, carries -0.5427; number 11, S, carries 1.2743; number 12, O, carries -0.6536; number 13, O, carries -0.5910; number 14, F, carries -0.2529; number 15, H, carries 0.4568; number 16, H, carries 0.3653; number 17, H, carries 0.3272; number 18, H, carries 0.5743; number 19, H, carries 0.5900; number 20, H, carries 0.5553; number 21, H, carries 0.3439; number 22, H, carries -0.1380; number 23, H, carries 0.5299; number 24, H, carries 0.3992; number 25, H, carries 0.3528; number 26, H, carries 0.4237; number 27, H, carries -0.3080; number 28, H, carries 0.3462; number 29, C, carries -0.6051; number 30, O, carries -0.4105; number 31, H, carries 0.2033; number 32, H, carries 0.2883; number 33, H, carries 0.2820; number 34, H, carries 0.2592; number 35, C, carries -0.0704; number 36, O, carries -0.5874; number 37, H, carries 0.3256; number 38, H, carries 0.2026; number 39, H, carries -0.1473; number 40, H, carries 0.2449; number 41, C, carries -0.8141; number 42, O, carries -0.3620; number 43, H, carries 0.2859; number 44, H, carries 0.3794; number 45, H, carries 0.2813; number 46, H, carries 0.2166; number 47, C, carries -0.5112; number 48, O, carries -0.4699; number 49, H, carries 0.2712; number 50, H, carries 0.2755; number 51, H, carries 0.1831; number 52, H, carries 0.2579; number 53, C, carries -0.3298; number 54, O, carries -0.6062; number 55, H, carries 0.3804; number 56, H, carries 0.0259; number 57, H, carries 0.1746; number 58, H, carries 0.3303; number 59, C, carries -0.4557; number 60, O, carries -0.4864; number 61, H, carries 0.2416; number 62, H, carries 0.2739; number 63, H, carries 0.1406; number 64, H, carries 0.2923; number 65, C, carries -0.4997; number 66, O, carries -0.5258; number 67, H, carries 0.3197; number 68, H, carries 0.2310; number 69, H, carries 0.1840; number 70, H, carries 0.2954; number 71, C, carries -0.7417; number 72, O, carries -0.3581; number 73, H, carries 0.3262; number 74, H, carries 0.2258; number 75, H, carries 0.3476; number 76, H, carries 0.1590; number 77, C, carries -0.4434; number 78, O, carries -0.4762; number 79, H, carries 0.1529; number 80, H, carries 0.3631; number 81, H, carries 0.2002; number 82, H, carries 0.2508; number 83, C, carries -0.5686; number 84, O, carries -0.4370; number 85, H, carries 0.2342; number 86, H, carries 0.2770; number 87, H, carries 0.2810; number 88, H, carries 0.2442; number 89, C, carries -0.3325; number 90, O, carries -0.5455; number 91, H, carries 0.0860; number 92, H, carries 0.1988; number 93, H, carries 0.2996; number 94, H, carries 0.2934; number 95, C, carries -0.4507; number 96, O, carries -0.4167; number 97, H, carries 0.2030; number 98, H, carries 0.1890; number 99, H, carries 0.2495



(2)
DFT (ωB97M-V/def2-TZVPD) results for a cluster of 18 separate species, C22H80N2O16 in total in a non-equilibrium geometry.

```
120
C22H80N2O16 ωB97M-V/def2-TZVPD
C -34.07081 3.95653 59.76943
C -35.38598 4.17527 59.23641
C -35.74753 5.75343 58.89998
C -36.15691 6.57763 60.15344
N -35.89190 8.16383 59.91004
C -36.43456 8.86774 61.21982
C -37.74931 9.15859 60.99567
C -37.69456 9.71590 59.57435
C -36.81443 8.53137 58.90471
C -34.39236 8.42807 59.65103
C -34.01116 9.88696 59.48012
C -32.44536 10.13595 59.36990
H -34.26458 3.05697 59.94472
H -34.02765 4.58304 60.74377
H -33.40235 4.28696 58.99284
H -36.01568 3.71154 59.83331
H -35.53516 3.73281 58.22953
H -36.69906 5.50744 58.38426
H -35.23440 6.09674 58.02569
H -35.41281 6.18716 61.00815
H -37.31535 6.46895 60.44444
H -35.77524 9.80691 61.44740
H -36.36422 8.35098 62.21477
H -38.17678 9.89221 61.72270
H -38.37032 8.38979 61.01793
H -37.17944 10.85908 59.52921
H -38.65334 9.86550 59.23124
H -36.33892 8.76312 58.13268
H -37.63664 7.82694 58.75743
H -34.25818 8.09478 58.71287
H -33.81780 7.90108 60.42164
H -34.47399 10.42068 60.42191
H -34.53039 10.45980 58.87567
H -32.17061 11.14086 58.98365
H -32.06851 9.51829 58.63224
H -31.90279 10.01831 60.46650
C -31.55674 5.41819 62.06196
C -31.03040 6.68664 61.57132
C -29.41706 6.71509 61.73461
C -28.89328 6.40441 63.15672
N -27.50475 6.80003 63.58087
C -26.48211 5.98493 62.78599
C -25.39336 5.68800 63.79297
C -26.04792 5.68092 65.11123
C -27.24318 6.64722 65.04854
C -27.21825 8.25149 63.10628
C -28.10823 9.34884 63.62381
C -27.70798 10.85946 63.33876
H -31.19694 4.40721 61.94334
H -32.67164 5.38928 61.93008
H -31.34952 5.34106 63.09443
H -31.41357 7.53413 62.17034
H -31.28964 6.80913 60.50526
H -29.14766 7.60366 61.12876
H -28.96545 5.93080 61.03872
H -29.28195 5.34783 63.53306
H -29.58586 7.06962 63.77953
H -26.09901 6.38102 62.07959
H -26.91813 5.16604 62.37050
H -24.66598 6.54498 63.58855
H -24.95170 4.78905 63.32066
H -25.46085 6.11682 65.85856
H -26.35389 4.76052 65.52097
H -27.24432 7.67061 65.33861
H -28.22039 6.21776 65.34830
H -27.33714 8.26528 62.12036
H -26.25435 8.56860 63.40873
H -28.41691 9.39505 64.61040
H -29.23717 9.21697 63.19730
H -26.77803 11.18167 63.59106
H -28.59447 11.52594 63.60960
H -27.69976 11.09021 62.18955
O -39.80656 11.61275 57.20445
H -40.21756 11.88532 56.35035
H -40.05428 12.42231 57.78000
O -35.27772 7.83256 55.72641
H -35.14366 8.41026 54.83028
H -34.48857 7.63113 55.99260
O -34.94555 4.07090 63.26438
H -34.97541 4.94531 63.78551
H -35.48477 3.44084 63.80432
O -38.95807 3.17417 59.54763
H -38.46038 2.46181 59.14734
H -39.84507 2.73305 59.40552
O -39.51041 5.95620 59.09733
H -39.18233 5.98202 58.17581
H -39.45906 4.96801 59.18939
O -34.95266 12.77090 56.49103
H -35.85793 12.85618 56.35295
H -34.75663 12.87610 57.46095
O -32.22672 12.78544 56.65187
H -32.36881 13.58519 56.14076
H -33.03060 12.65415 56.82483
O -38.51548 11.47483 63.98805
H -37.66517 11.93523 63.84246
H -39.09599 11.70979 63.39828
O -29.61977 12.27424 57.02252
H -29.72292 12.20258 57.95663
H -30.37428 12.50366 56.44051
O -38.24657 4.36851 62.11580
H -37.41308 4.19908 62.59783
H -38.43046 3.85500 61.32876
O -33.33067 0.79996 58.71609
H -32.52839 0.69498 58.13461
H -33.59576 1.42308 58.16424
O -31.53705 2.17483 60.85490
H -30.67547 2.68846 60.69227
H -31.98645 2.31587 59.99410
O -34.14693 8.42219 63.51367
H -34.39364 9.35780 63.86279
H -34.22281 7.63456 64.10362
O -40.16981 6.32195 61.72210
H -39.91581 6.35568 60.81759
H -39.62028 5.73246 62.03115
O -35.41800 4.86856 55.42060
H -35.48917 5.92516 55.43290
H -34.99436 4.66465 54.58856
O -33.85217 2.52003 56.47940
H -34.10770 3.46251 56.39502
H -34.14441 2.26280 55.61829
```

The total charge is +2. The value obtained for the HOMO energy is -13.95 eV. The calculation puts the LUMO energy at -0.153 Ha. The value obtained for the frontier orbital gap is 0.3595 hartree.

Results of the Mulliken charge analysis, in e, for atoms 1 through 99: number 1, C, carries -0.5715; number 2, C, carries -1.2731; number 3, C, carries -0.5107; number 4, C, carries 0.2300; number 5, N, carries 1.3692; number 6, C, carries 0.0276; number 7, C, carries -0.5605; number 8, C, carries -0.5752; number 9, C, carries -1.2246; number 10, C, carries -0.5594; number 11, C, carries -0.8990; number 12, C, carries -1.2803; number 13, H, carries 1.0999; number 14, H, carries -1.1657; number 15, H, carries 0.4914; number 16, H, carries 0.3031; number 17, H, carries 0.7093; number 18, H, carries 0.0758; number 19, H, carries 0.3215; number 20, H, carries -0.1412; number 21, H, carries 0.4500; number 22, H, carries 0.2042; number 23, H, carries 0.0848; number 24, H, carries 0.1192; number 25, H, carries 0.2949; number 26, H, carries 0.1118; number 27, H, carries 0.7133; number 28, H, carries 1.0119; number 29, H, carries -0.1336; number 30, H, carries 0.3567; number 31, H, carries 0.1393; number 32, H, carries 0.0352; number 33, H, carries 0.9185; number 34, H, carries 0.3841; number 35, H, carries 0.4486; number 36, H, carries 0.0949; number 37, C, carries -1.5589; number 38, C, carries 0.2153; number 39, C, carries -0.4743; number 40, C, carries -1.3383; number 41, N, carries 0.6746; number 42, C, carries -1.5822; number 43, C, carries -0.3597; number 44, C, carries -0.8989; number 45, C, carries -0.4931; number 46, C, carries -1.2571; number 47, C, carries -0.0113; number 48, C, carries -1.4663; number 49, H, carries 0.7724; number 50, H, carries -0.3959; number 51, H, carries 0.5272; number 52, H, carries 0.1765; number 53, H, carries 0.3317; number 54, H, carries 0.2173; number 55, H, carries 0.4148; number 56, H, carries 0.3829; number 57, H, carries 0.5176; number 58, H, carries 0.8229; number 59, H, carries 0.7309; number 60, H, carries 0.3038; number 61, H, carries 0.4156; number 62, H, carries 0.3743; number 63, H, carries 0.3393; number 64, H, carries 0.4012; number 65, H, carries 0.3477; number 66, H, carries 0.6490; number 67, H, carries 0.6625; number 68, H, carries 0.4645; number 69, H, carries -0.0579; number 70, H, carries 0.4558; number 71, H, carries 0.3438; number 72, H, carries 0.2929; number 73, O, carries -0.6219; number 74, H, carries 0.3127; number 75, H, carries 0.3256; number 76, O, carries -0.6662; number 77, H, carries 0.3250; number 78, H, carries 0.2962; number 79, O, carries -0.6012; number 80, H, carries 0.3017; number 81, H, carries 0.2996; number 82, O, carries -0.6260; number 83, H, carries 0.2745; number 84, H, carries 0.2725; number 85, O, carries -0.6503; number 86, H, carries 0.3029; number 87, H, carries 0.3462; number 88, O, carries -0.7048; number 89, H, carries 0.3105; number 90, H, carries 0.2727; number 91, O, carries -0.5486; number 92, H, carries 0.3285; number 93, H, carries 0.2759; number 94, O, carries -0.6012; number 95, H, carries 0.3124; number 96, H, carries 0.2735; number 97, O, carries -0.6046; number 98, H, carries 0.2624; number 99, H, carries 0.4107